Entry 1:
This record from the OMol25 dataset describes 2 unconnected molecules or ions with the total composition C8H18S at a distorted geometry. The level of theory is the ωB97M-V functional and the def2-TZVPD basis.

Computed properties:
**Gap between HOMO and LUMO**: 9.3 eV
**E**: -19422.8867 eV
**Highest occupied orbital energy**: -8.39 eV
**SMILES**: C1CCSC1.CCCC

Positions of all 27 atoms, in Å:
S (2.11598, 0.42650, -0.23254)
C (0.70518, 1.33825, -0.95503)
C (1.84034, -1.05989, -1.26127)
C (0.30619, 0.57303, -2.21342)
C (0.44709, -0.90535, -1.86399)
H (-0.12697, 1.37137, -0.22573)
H (1.01309, 2.38125, -1.16191)
H (2.61458, -1.11274, -2.05071)
H (1.94115, -1.96361, -0.62996)
H (-0.71872, 0.83768, -2.53740)
H (0.99675, 0.82705, -3.04049)
H (0.31347, -1.56476, -2.74307)
H (-0.31798, -1.18475, -1.11429)
C (-0.20722, -1.82767, 1.08750)
C (-1.38279, 1.83281, 1.77390)
C (-1.07949, -0.57454, 1.01965)
C (-0.51052, 0.57968, 1.84174)
H (-0.64229, -2.64303, 0.48540)
H (-0.11859, -2.17044, 2.13214)
H (0.80263, -1.60659, 0.70289)
H (-2.39265, 1.61172, 2.15851)
H (-1.47143, 2.17558, 0.72926)
H (-0.94772, 2.64816, 2.37599)
H (-1.17530, -0.24862, -0.03392)
H (-2.09462, -0.81131, 1.39235)
H (-0.41471, 0.25376, 2.89533)
H (0.50460, 0.81645, 1.46904)


Entry 2:
This record from the OMol25 dataset describes 2 unconnected molecules or ions with the total composition C8H18Se at a distorted geometry. The level of theory is the ωB97M-V functional and the def2-TZVPD basis.

Computed properties:
**Gap between HOMO and LUMO (alpha / beta)**: 9.3 / 5.7 eV
**E**: -73930.0213 eV
**Highest occupied orbital energy (alpha / beta)**: -8.76 / -6.35 eV

Positions of all 27 atoms, in Å:
C (0.74623, 1.20067, 1.86767)
C (1.68793, 1.17882, -0.48119)
C (0.62735, -1.96684, -1.20220)
C (-0.49596, -2.53495, 0.93915)
C (-2.53302, 1.61650, -0.67302)
C (0.41986, 1.10236, 0.36618)
C (0.33253, -1.46880, 0.22223)
C (-0.35922, -0.14836, 0.14703)
Se (-2.15806, -0.15369, -0.01920)
H (-0.16654, 1.20028, 2.46375)
H (1.36923, 0.36976, 2.19012)
H (1.28370, 2.12675, 2.05709)
H (2.40081, 0.39751, -0.23147)
H (2.16469, 2.14540, -0.33992)
H (1.39341, 1.07551, -1.52247)
H (-0.30661, -2.07247, -1.74728)
H (1.23184, -1.25092, -1.74586)
H (1.13977, -2.92543, -1.15884)
H (-0.77412, -2.21288, 1.94205)
H (0.07683, -3.45648, 1.01471)
H (-1.40070, -2.74301, 0.36652)
H (-2.33701, 2.38009, 0.07502)
H (-1.88002, 1.70659, -1.54606)
H (-3.57982, 1.64206, -0.96762)
H (-0.19299, 1.96415, 0.09555)
H (1.28919, -1.34229, 0.74000)
H (-0.39810, 0.40067, -2.42879)